C5H13N2 | ωB97M-V with the def2-TZVPD basis set

Output
E_LUMO (hartree): -0.123
Calculated total energy (Ha): -307.46666
SMILES string: C=C(N)C[C@H](C)[NH3+]
Charge: +1
Spin multiplicity: 1
Relative energy (zero: lowest compared OMol25 entry of this formula, charge and spin) (eV): 4.216
E_HOMO (eV): -11.84
Max |F| (eV/A): 5.3

```
20
Properties=species:S:1:pos:R:3:forces:R:3:nbo_charge:R:1
C 2.076327 -0.482134 -0.347936 -2.3171 0.9852 1.6002 -0.5464
C 0.820405 -1.057537 -0.007610 4.3109 0.4586 1.5729 0.1847
N 0.646154 -2.435611 0.006638 -2.5614 0.5065 -0.4945 -0.7744
C 0.006669 -0.365613 1.029205 -1.0558 0.9448 -0.9267 -0.4674
C -0.962166 0.707789 0.464133 -1.0940 0.8390 -2.2747 -0.0155
C -1.788825 0.460300 -0.869477 -1.0004 -3.1571 4.1765 -0.6474
N -0.097455 1.919331 0.065883 1.3455 -2.2674 2.4597 -0.6954
H 2.456689 -0.823972 -1.235345 1.5683 -1.2887 -1.7691 0.2044
H 2.752754 0.354532 0.132879 -2.2753 -1.3962 -0.7273 0.2180
H 1.242759 -3.066921 -0.445623 1.4152 -0.3884 -0.8354 0.4027
H -0.304719 -2.827804 -0.028328 0.5053 0.6392 0.1052 0.3836
H -0.423967 -1.078796 1.707299 -0.5941 -0.0167 0.3200 0.2590
H 0.712973 0.243802 1.544300 0.6255 0.1079 1.1217 0.2148
H -1.723431 1.120049 1.125669 0.4333 -0.3818 0.5835 0.2384
H -1.296632 0.261677 -1.744148 1.8344 -0.1185 -2.0931 0.2302
H -2.293263 -0.532932 -0.634300 0.3131 1.0580 -0.4116 0.2415
H -2.594467 1.127412 -1.000693 -0.6470 1.1402 -0.0643 0.2404
H -0.032090 2.030400 -0.902470 0.1924 0.9001 -1.7503 0.4500
H -0.024803 2.673032 0.676656 -2.4242 3.3318 0.7341 0.4412
H 0.827089 1.772997 0.463269 1.4254 -1.8965 -1.3267 0.4377
```
Forces are in eV/Å.